2 unconnected molecules or ions with the total composition C12H18OSi. Source: the OMol25 dataset; level of theory: ωB97M-V/def2-TZVPD.

XYZ file:
```
32
Properties=species:S:1:pos:R:3:forces:R:3
C 3.956 -0.010 -1.539 0.7239 -3.2750 -2.9962
C 3.061 -1.092 -1.487 -0.6339 0.8869 1.7208
C 3.967 0.858 -0.548 -1.4092 0.6324 1.1103
C 2.143 -1.155 -0.452 -0.5314 0.3284 -0.3433
C 3.004 0.933 0.412 -1.1895 -1.4540 0.1836
C 2.010 -0.108 0.475 2.7387 2.2456 0.0624
C -0.165 1.804 -0.760 0.2851 1.4422 2.0137
C -0.743 0.755 -0.281 0.4207 -1.1117 -0.4489
C -2.258 -0.334 1.877 -2.3414 -2.1264 -0.2465
C -2.609 -1.926 -0.880 1.9985 0.2255 1.3029
C -3.762 0.601 -0.585 2.5556 1.8827 1.6418
C 1.022 -0.084 1.433 -2.7976 -0.5719 0.5661
O 0.785 0.765 2.487 0.3979 -0.7394 -0.9846
Si -2.193 -0.259 0.045 -2.4945 -1.1646 -1.0448
H 4.750 0.055 -2.319 -0.8239 -0.2389 0.6176
H 3.079 -1.919 -2.116 0.2215 -1.0475 -1.4400
H 4.733 1.504 -0.580 2.4733 2.7595 0.2480
H 1.362 -1.904 -0.365 0.3421 -0.4036 -0.3134
H 3.069 1.758 1.075 -0.2597 0.4670 0.8275
H -0.633 2.703 -1.122 -0.5315 -0.0365 -1.1008
H 0.697 2.115 -0.164 0.9329 -0.1048 -0.6284
H -2.021 -1.322 2.308 0.6596 0.7532 0.1485
H -1.797 0.537 2.205 1.2811 1.0854 1.2707
H -3.335 -0.230 2.124 0.3578 0.0506 -0.1211
H -3.265 -1.729 -1.703 -0.5116 0.0444 -0.2619
H -1.704 -2.389 -1.275 -0.0033 -0.2359 -0.0879
H -3.021 -2.623 -0.132 -0.1426 0.2494 -0.4096
H -4.654 0.102 -0.520 -2.1863 -1.5386 0.7443
H -3.833 1.590 -0.099 -0.2144 -0.1595 -0.6273
H -3.570 0.638 -1.613 0.2745 0.8058 -1.7939
H 0.372 -0.940 1.467 -0.1234 -0.1866 0.3249
H 1.553 1.309 2.633 0.5308 0.5357 0.0657
```
Positions in Å, forces in eV/Å.

Results
- molar mass (g/mol) = 206.36
- energy relative to the best compared isomer or geometry (same formula, charge and spin) (eV) = 5.994
- HOMO-LUMO gap (spin up / spin down) (eV) = 7.0212 / 7.4804
- LUMO energy (spin up / spin down) (eV) = 0.19 / -0.07
- E (eV) = -22656.393